Below is an isolated molecule of C24H28N2O7, with properties calculated with ωB97M-V with the def2-TZVPD basis set.

Each line ends with the Löwdin charge.
Cartesian coordinates (Å):
C: 2.50 5.68 -2.63  -0.060
C: 2.40 4.20 -3.00  -0.219
H: 1.61 4.06 -3.74  0.121
H: 3.35 3.83 -3.40  0.123
O: 2.13 3.39 -1.86  -0.015
C: 0.83 3.29 -1.49  -0.431
O: -0.07 3.84 -2.07  0.106
C: 0.70 2.43 -0.32  -0.115
C: -0.43 2.07 0.40  -0.133
C: 0.03 1.20 1.43  -0.017
C: 1.41 1.08 1.29  -0.159
N: 1.79 1.82 0.24  0.169
H: 2.72 1.87 -0.15  0.172
C: 2.38 0.28 2.10  -0.059
H: 2.35 0.58 3.15  0.143
H: 3.39 0.40 1.69  0.139
O: 2.05 -1.11 2.14  0.020
C: 1.81 -1.71 0.99  -0.443
O: 1.98 -1.21 -0.09  0.138
C: 1.32 -3.14 1.21  -0.150
H: 2.16 -3.72 1.60  0.157
C: 0.75 -3.71 -0.09  -0.085
N: -0.67 -3.43 0.01  -0.038
C: -1.08 -3.09 1.24  -0.439
O: -2.23 -2.81 1.54  0.062
C: 0.12 -3.15 2.17  -0.009
H: 0.07 -4.08 2.75  0.136
H: 0.11 -2.31 2.87  0.108
C: -1.51 -3.41 -1.16  -0.085
C: -1.09 -2.31 -2.11  -0.212
C: -0.61 -2.59 -3.38  -0.048
C: -0.20 -1.58 -4.22  -0.084
C: -0.28 -0.26 -3.80  -0.080
C: -0.76 0.04 -2.54  -0.059
C: -1.16 -0.98 -1.69  -0.017
H: -1.52 -0.76 -0.70  0.114
H: -0.83 1.07 -2.22  0.088
H: 0.03 0.54 -4.46  0.101
H: 0.17 -1.81 -5.21  0.101
H: -0.55 -3.62 -3.70  0.109
H: -2.53 -3.24 -0.81  0.133
H: -1.46 -4.38 -1.67  0.129
H: 0.92 -4.79 -0.17  0.133
H: 1.18 -3.21 -0.96  0.125
C: -0.76 0.50 2.45  -0.427
O: -0.28 -0.13 3.36  0.102
O: -2.07 0.63 2.25  -0.001
C: -2.93 -0.09 3.14  -0.208
C: -4.32 0.52 3.06  -0.058
H: -4.69 0.46 2.04  0.077
H: -5.00 -0.02 3.71  0.077
H: -4.30 1.57 3.36  0.076
H: -2.53 -0.02 4.16  0.125
H: -2.94 -1.14 2.84  0.104
C: -1.82 2.52 0.15  -0.013
H: -1.83 3.24 -0.66  0.074
H: -2.23 2.98 1.05  0.090
H: -2.45 1.67 -0.10  0.084
H: 3.25 5.82 -1.86  0.077
H: 1.54 6.02 -2.25  0.075
H: 2.76 6.26 -3.51  0.077

Output
Structure (SMILES): CCOC(=O)c1[nH]c(COC(=O)[C@H]2CC(=O)N(Cc3ccccc3)C2)c(C(=O)OCC)c1C
Molecular weight, u: 456.5
Relative energy (zero: lowest compared OMol25 entry of this formula, charge and spin), kJ/mol: 12.9
E_LUMO, Ha: 0.0230

Below is a cluster of 7 separate species, C41H67N2O12 in total, with properties calculated with ωB97M-V with the def2-TZVPD basis set.

Each line ends with the Löwdin charge.
Cartesian coordinates (Å):
C: 3.27 -3.22 -0.05  -0.145
C: 1.65 -3.03 0.20  -0.244
C: 0.96 -2.34 -1.16  -0.212
C: -0.04 -3.42 -1.95  -0.188
C: -1.14 -2.56 -2.85  -0.209
C: -2.66 -2.94 -2.28  -0.218
C: -3.05 -2.16 -0.89  -0.201
C: -3.11 -0.52 -1.00  -0.206
C: -2.45 0.18 0.35  -0.211
C: -2.55 1.83 0.34  -0.202
C: -1.11 2.57 0.00  -0.191
C: -0.29 1.72 -1.18  -0.208
C: 0.89 2.64 -1.85  -0.129
C: 1.83 1.83 -2.95  -0.043
C: 3.40 2.15 -2.94  0.115
C: 4.12 1.27 -4.10  0.058
C: 3.14 0.30 -4.91  -0.055
N: 1.70 0.09 -4.82  0.082
N: 1.19 0.89 -3.87  0.017
H: 3.72 -3.67 0.94  0.090
H: 3.82 -2.18 -0.23  0.081
H: 3.46 -3.87 -1.01  0.064
H: 1.53 -2.26 1.08  0.096
H: 1.08 -4.01 0.47  0.110
H: 1.77 -1.91 -1.90  0.097
H: 0.23 -1.50 -0.74  0.074
H: 0.65 -4.10 -2.63  0.117
H: -0.60 -4.02 -1.10  0.109
H: -1.03 -1.40 -2.74  0.063
H: -1.05 -2.79 -4.02  0.110
H: -2.60 -4.09 -2.01  0.114
H: -3.48 -2.83 -3.12  0.114
H: -4.09 -2.60 -0.54  0.122
H: -2.23 -2.45 -0.08  0.093
H: -4.25 -0.20 -1.00  0.118
H: -2.64 -0.09 -2.00  0.090
H: -1.36 -0.23 0.55  0.099
H: -3.12 -0.18 1.25  0.115
H: -2.82 2.13 1.46  0.113
H: -3.44 2.21 -0.32  0.116
H: -0.47 2.75 0.97  0.120
H: -1.39 3.64 -0.42  0.115
H: 0.10 0.68 -0.79  0.107
H: -1.11 1.49 -2.01  0.104
H: 0.50 3.68 -2.28  0.146
H: 1.63 2.92 -0.96  0.130
H: 3.93 2.91 -2.25  0.099
H: 5.26 1.31 -4.35  0.124
H: 3.67 -0.38 -5.74  0.136
H: 0.13 0.81 -3.78  0.176
O: 3.46 3.41 -10.68  0.113
C: 2.82 2.68 -9.96  -0.457
O: 2.00 3.11 -8.95  0.029
C: 1.50 1.97 -8.24  -0.182
C: 1.62 0.82 -9.20  -0.169
C: 2.84 1.18 -10.00  -0.086
H: 2.11 1.83 -7.34  0.101
H: 0.46 2.16 -7.94  0.129
H: 1.69 -0.15 -8.70  0.117
H: 0.74 0.79 -9.86  0.128
H: 3.76 0.82 -9.52  0.134
H: 2.77 0.81 -11.03  0.136
O: -0.91 -2.58 1.94  0.062
C: -1.71 -3.23 2.58  -0.448
O: -2.01 -4.54 2.33  0.027
C: -3.07 -4.95 3.20  -0.161
C: -3.03 -3.99 4.36  -0.186
C: -2.55 -2.72 3.72  -0.095
H: -4.01 -4.90 2.65  0.128
H: -2.90 -5.99 3.52  0.131
H: -3.99 -3.89 4.87  0.116
H: -2.29 -4.33 5.10  0.128
H: -3.38 -2.13 3.31  0.135
H: -1.95 -2.12 4.41  0.120
O: -3.22 -2.36 6.39  0.076
C: -3.47 -1.30 6.94  -0.423
O: -4.38 -1.16 7.95  0.048
C: -4.50 0.22 8.29  -0.166
C: -3.22 0.86 7.81  -0.159
C: -2.88 0.03 6.60  -0.088
H: -5.38 0.63 7.79  0.115
H: -4.63 0.32 9.37  0.129
H: -3.33 1.92 7.60  0.122
H: -2.44 0.74 8.57  0.127
H: -3.36 0.41 5.69  0.135
H: -1.80 -0.05 6.46  0.132
O: 5.18 -5.72 -0.88  0.097
C: 5.77 -5.15 -1.79  -0.471
O: 6.38 -3.93 -1.67  0.020
C: 6.86 -3.52 -2.95  -0.176
C: 7.00 -4.79 -3.74  -0.170
C: 5.88 -5.65 -3.19  -0.085
H: 6.14 -2.83 -3.39  0.119
H: 7.82 -3.01 -2.83  0.129
H: 6.93 -4.63 -4.82  0.120
H: 7.96 -5.26 -3.53  0.127
H: 4.94 -5.48 -3.72  0.135
H: 6.15 -6.71 -3.22  0.135
O: -6.47 1.75 11.19  0.108
C: -7.09 2.24 10.26  -0.451
O: -6.87 1.96 8.95  -0.007
C: -7.70 2.80 8.14  -0.169
C: -8.83 3.22 9.04  -0.166
C: -8.17 3.27 10.40  -0.083
H: -7.11 3.65 7.80  0.130
H: -8.06 2.24 7.27  0.130
H: -9.30 4.16 8.74  0.123
H: -9.61 2.44 9.04  0.126
H: -7.72 4.25 10.59  0.139
H: -8.87 3.01 11.19  0.135
O: 3.90 4.27 -0.68  0.064
C: 4.73 5.02 -1.16  -0.461
O: 6.07 4.76 -1.19  0.037
C: 6.76 5.89 -1.72  -0.160
C: 5.73 6.65 -2.52  -0.162
C: 4.45 6.37 -1.76  -0.079
H: 7.15 6.49 -0.89  0.136
H: 7.59 5.56 -2.34  0.133
H: 5.95 7.71 -2.62  0.128
H: 5.65 6.22 -3.52  0.124
H: 4.29 7.09 -0.95  0.144
H: 3.59 6.33 -2.42  0.132

Output
Molecular weight, u: 780.0
Relative energy (zero: lowest compared OMol25 entry of this formula, charge and spin), kJ/mol: 923.9
Total charge: +1
E_LUMO, Ha: -0.1776

Below is the ion C4H10NO2S with charge +1, with properties calculated with ωB97M-V with the def2-TZVPD basis set.

Each line ends with the Löwdin charge.
Cartesian coordinates (Å):
C: 0.82 0.73 -0.03  -0.077
C: 2.11 -0.71 1.33  0.138
C: -0.50 0.73 -0.86  -0.333
C: -1.58 0.25 0.14  -0.773
N: 1.07 -0.65 0.30  -0.053
O: -0.39 0.02 -2.08  -0.021
O: -1.80 1.12 1.13  0.010
S: -2.60 -1.06 -0.17  0.908
H: 1.67 1.08 -0.60  0.154
H: 0.65 1.00 1.06  0.166
H: 3.02 -0.10 1.11  0.111
H: 2.23 -1.60 1.98  0.104
H: -0.79 1.72 -1.02  0.136
H: 0.21 -1.10 0.66  0.163
H: 1.28 -1.33 -0.47  0.206
H: -0.91 0.36 -2.82  0.131
H: -2.54 0.82 1.67  0.116
H: -1.95 -1.28 -1.34  -0.086

Output
Molecular weight, u: 136.2
Relative energy (zero: lowest compared OMol25 entry of this formula, charge and spin), kJ/mol: 470.8
Total charge: +1
E_LUMO (spin up / spin down), Ha: -0.1181 / -0.1910

Below is a structure of composition C29H47Cl3NO5Si2Tl, with properties calculated with ωB97M-V with the def2-TZVPD basis set.

Each line ends with the Löwdin charge.
Cartesian coordinates (Å):
Tl: 0.89 -1.58 0.79  0.685
C: 2.51 2.18 4.61  -0.137
N: 1.76 1.90 3.40  -0.242
C: 2.65 1.56 2.30  -0.118
C: 0.70 0.91 3.59  -0.190
C: 1.15 -0.46 4.07  -0.267
C: 1.26 -0.68 5.44  -0.096
C: 1.73 -1.89 5.94  -0.135
C: 2.11 -2.88 5.04  -0.136
C: 1.97 -2.66 3.68  -0.170
C: 1.49 -1.46 3.14  -0.249
H: 3.20 3.01 4.41  0.072
H: 3.10 1.32 4.96  0.081
H: 1.84 2.48 5.41  0.073
H: 3.27 2.42 2.06  0.080
H: 2.05 1.31 1.43  0.046
H: 3.31 0.71 2.52  0.069
H: 0.19 0.81 2.63  0.071
H: -0.01 1.34 4.31  0.112
H: 0.96 0.10 6.14  0.092
H: 1.81 -2.05 7.01  0.078
H: 2.50 -3.83 5.41  0.080
H: 2.25 -3.47 3.00  0.078
C: 1.56 -4.07 -2.19  -0.023
C: 0.56 -4.73 -1.28  -0.410
O: 0.63 -4.59 -0.08  -0.015
C: -0.61 -5.51 -1.86  -0.141
C: -1.76 -5.61 -1.08  -0.016
C: -2.86 -6.31 -1.56  -0.084
C: -2.80 -6.93 -2.80  -0.109
C: -1.65 -6.84 -3.57  -0.097
C: -0.56 -6.12 -3.10  -0.040
H: 1.54 -3.00 -1.93  0.038
H: 1.36 -4.19 -3.25  0.068
H: 2.57 -4.41 -1.94  0.054
H: -1.77 -5.13 -0.11  0.120
H: -3.76 -6.37 -0.96  0.097
H: -3.66 -7.48 -3.17  0.091
H: -1.61 -7.32 -4.54  0.093
H: 0.34 -6.05 -3.70  0.105
Cl: 4.84 -3.29 -0.62  -0.052
Si: 3.87 -1.32 -0.33  -0.479
Cl: 5.59 -0.20 0.42  -0.050
Cl: 3.90 -0.66 -2.42  -0.048
C: -4.39 1.69 0.72  -0.043
C: -3.04 2.41 0.65  -0.662
C: -2.28 2.22 1.96  -0.040
C: -3.26 3.89 0.37  -0.035
O: -2.34 1.82 -0.43  -0.117
Si: -0.69 1.77 -0.71  0.003
O: 0.10 0.71 0.12  -0.422
O: -0.59 1.53 -2.36  -0.114
C: -1.24 0.55 -3.15  -0.658
C: -1.35 -0.78 -2.40  -0.045
C: -2.62 1.05 -3.56  -0.036
C: -0.36 0.36 -4.39  -0.036
O: -0.22 3.35 -0.52  -0.114
C: 0.93 4.00 -1.03  -0.652
C: 2.08 3.02 -1.29  -0.029
C: 1.34 5.02 0.02  -0.035
C: 0.54 4.69 -2.34  -0.035
H: -5.01 2.10 1.52  0.076
H: -4.23 0.63 0.92  0.085
H: -4.91 1.79 -0.23  0.077
H: -2.87 2.59 2.81  0.084
H: -1.33 2.74 1.95  0.084
H: -2.07 1.16 2.12  0.086
H: -3.82 4.36 1.18  0.077
H: -3.81 4.01 -0.56  0.082
H: -2.30 4.39 0.27  0.071
H: -2.02 -0.68 -1.54  0.082
H: -0.38 -1.07 -2.01  0.043
H: -1.74 -1.56 -3.06  0.083
H: -3.21 1.29 -2.68  0.069
H: -3.15 0.29 -4.15  0.077
H: -2.52 1.96 -4.17  0.079
H: 0.64 0.04 -4.09  0.083
H: -0.27 1.31 -4.92  0.078
H: -0.78 -0.38 -5.07  0.077
H: 2.34 2.49 -0.38  0.068
H: 2.96 3.57 -1.64  0.088
H: 1.81 2.28 -2.04  0.078
H: 1.53 4.52 0.97  0.082
H: 0.54 5.75 0.17  0.076
H: 2.25 5.56 -0.29  0.078
H: 0.16 3.95 -3.04  0.075
H: 1.40 5.20 -2.78  0.077
H: -0.25 5.43 -2.15  0.078

Output
Molecular weight, u: 856.6
Relative energy (zero: lowest compared OMol25 entry of this formula, charge and spin), kJ/mol: 8.1
Total charge: -2
E_LUMO, Ha: 0.1475